Entry 1:
{
  "formula": "C6H8OS",
  "method": "ωB97M-V/def2-TZVPD",
  "symbols": ["C", "C", "C", "C", "C", "C", "H", "H", "H", "H", "H", "H", "H", "H", "O", "S"],
  "xyz": [[-1.423, 2.148, -2.207], [-1.005, 1.224, -1.212], [-0.482, 0.615, -0.205], [-0.145, -0.593, 0.515], [1.157, -0.985, 0.579], [1.512, -2.173, 1.501], [-0.867, 2.023, -3.429], [-0.775, 3.027, -1.631], [-2.633, 2.140, -2.269], [-0.880, -1.342, 0.314], [-1.196, 1.082, 1.853], [1.689, -1.149, -0.402], [1.824, -0.108, 0.939], [1.307, -2.239, 2.727], [-0.537, -0.311, 1.938], [2.454, -3.360, 0.989]],
  "forces_ev_per_a": [[0.8, 1.8, -1.9], [3.0, -4.3, 5.0], [-2.5, 2.7, -6.3], [-6.1, 2.6, 2.7], [8.0, -0.8, 0.2], [0.0, 0.2, 2.6], [-1.8, 0.2, 4.1], [-2.5, -0.9, -2.2], [3.1, 0.8, 0.0], [-0.2, -0.9, -0.9], [2.5, -5.1, 0.2], [-1.0, -0.4, 0.7], [-1.2, -1.1, 0.0], [-0.1, 0.9, -3.5], [-2.2, 4.9, -0.2], [0.2, -0.5, -0.3]],
  "lumo_energy_ev": -0.62,
  "orbital_gap_ev": 7.9,
  "homo_energy_ev": -8.529,
  "relative_energy_kcal_mol": 204.29
}

***

Entry 2:
{
  "formula": "C4H6OS3",
  "method": "ωB97M-V/def2-TZVPD",
  "symbols": ["O", "C", "C", "S", "C", "S", "C", "S", "H", "H", "H", "H", "H", "H"],
  "xyz": [[2.139, -0.966, -0.956], [1.333, 0.147, -0.664], [0.087, -0.385, 0.037], [0.411, -1.100, 1.689], [-1.025, 0.615, 0.206], [-0.788, 2.215, 0.368], [-2.439, 0.122, 0.199], [-2.951, -1.314, -0.312], [2.995, -0.641, -1.215], [1.848, 0.906, -0.018], [1.011, 0.682, -1.577], [-0.281, -1.235, -0.528], [0.822, 0.067, 2.235], [-3.162, 0.886, 0.537]],
  "forces_ev_per_a": [[-0.2, -0.1, 0.0], [-0.3, 0.9, 0.5], [0.0, 0.3, 0.1], [0.1, 0.3, 0.0], [-0.1, -0.1, -0.1], [0.0, -0.2, 0.0], [-0.2, 0.4, 0.1], [0.1, 0.1, 0.0], [0.5, 0.0, -0.2], [-0.3, -0.7, -0.4], [0.1, -0.2, 0.2], [-0.1, -0.2, -0.2], [-0.1, -0.2, -0.1], [0.4, -0.3, -0.1]],
  "lumo_energy_ev": -1.91,
  "orbital_gap_ev": 7.2,
  "homo_energy_ev": -9.077,
  "smiles": "OC[C@@H](S)C(=S)C=S",
  "relative_energy_kcal_mol": 27.04
}

***

Entry 3:
{
  "formula": "C30H17F5O16S",
  "method": "ωB97M-V/def2-TZVPD",
  "symbols": ["O", "C", "C", "C", "C", "O", "C", "C", "C", "C", "C", "C", "S", "O", "O", "C", "F", "F", "C", "F", "F", "F", "H", "H", "H", "H", "H", "O", "C", "C", "C", "O", "C", "O", "C", "C", "O", "H", "H", "H", "H", "O", "C", "C", "C", "O", "C", "O", "C", "C", "O", "H", "H", "H", "H", "O", "C", "C", "C", "O", "C", "O", "C", "C", "O", "H", "H", "H", "H"],
  "xyz": [[1.027, 1.533, 4.068], [0.382, 1.910, 3.039], [0.501, 1.158, 1.633], [-0.622, 1.271, 0.741], [-1.929, 2.145, 1.097], [-2.974, 1.900, 0.439], [-1.810, 3.255, 2.232], [-0.608, 3.166, 3.246], [-0.419, 4.207, 4.395], [-1.415, 5.402, 4.613], [-2.606, 5.476, 3.600], [-2.804, 4.431, 2.442], [-4.287, 4.627, 1.362], [-4.885, 5.986, 1.711], [-3.969, 4.673, -0.120], [-5.656, 3.370, 1.741], [-6.903, 4.068, 1.888], [-5.848, 2.438, 0.685], [-5.438, 2.578, 3.121], [-5.299, 3.561, 4.153], [-6.614, 1.815, 3.421], [-4.375, 1.658, 3.112], [1.424, 0.551, 1.358], [-0.524, 0.691, -0.251], [0.476, 4.039, 5.094], [-1.288, 6.144, 5.478], [-3.364, 6.327, 3.761], [-5.887, -3.510, 1.277], [-5.007, -3.054, 0.567], [-3.916, -3.881, 0.039], [-2.962, -3.340, -0.721], [-1.944, -4.090, -1.220], [-2.965, -1.888, -1.058], [-2.063, -1.426, -1.741], [-4.066, -1.068, -0.551], [-5.024, -1.607, 0.207], [-6.055, -0.857, 0.684], [-3.923, -4.932, 0.293], [-1.393, -3.466, -1.734], [-4.066, -0.019, -0.817], [-6.608, -1.474, 1.202], [1.586, -0.715, -0.786], [2.314, -1.688, -0.633], [3.549, -1.628, 0.155], [4.325, -2.705, 0.284], [5.473, -2.665, 1.013], [3.971, -3.999, -0.366], [4.713, -4.958, -0.242], [2.723, -4.065, -1.132], [1.946, -2.989, -1.258], [0.783, -3.036, -1.965], [3.795, -0.682, 0.619], [5.852, -3.565, 0.951], [2.469, -5.015, -1.583], [0.407, -2.134, -1.905], [3.966, -2.079, -2.592], [4.840, -1.600, -3.300], [5.952, -2.399, -3.822], [6.897, -1.837, -4.579], [7.933, -2.567, -5.073], [6.860, -0.385, -4.916], [7.749, 0.098, -5.594], [5.735, 0.409, -4.413], [4.788, -0.154, -3.660], [3.735, 0.573, -3.188], [5.968, -3.451, -3.568], [8.476, -1.934, -5.583], [5.710, 1.458, -4.680], [3.193, -0.055, -2.672]],
  "forces_ev_per_a": [[-2.2, 1.3, -4.1], [1.5, -0.6, 2.8], [-3.4, 1.5, -0.9], [2.7, 0.1, 2.2], [-1.0, -1.2, -1.8], [3.4, 1.4, 2.8], [0.8, 2.1, 2.7], [-2.2, 1.7, -0.9], [-2.3, 0.1, -1.8], [-0.4, -3.6, -3.7], [1.8, -1.8, 0.3], [2.7, -1.0, 2.5], [-0.1, 6.7, -4.1], [1.4, -4.2, 0.5], [-0.4, -1.8, 4.3], [-2.8, -1.9, -0.5], [3.4, -1.5, -0.4], [0.8, 2.4, 2.6], [-1.2, -1.1, 1.7], [0.0, -2.7, -2.5], [3.0, 2.1, -0.8], [-2.4, 2.7, 0.1], [-1.5, 0.9, 0.7], [-0.8, 1.2, 1.7], [-1.6, 0.3, -1.2], [-0.3, -1.3, -1.6], [1.2, -1.7, -0.7], [0.1, 0.4, -0.2], [0.1, -0.8, 0.1], [-0.3, 0.1, 0.2], [0.7, -1.2, -0.2], [-0.7, 1.2, 0.2], [-0.3, 0.8, 0.0], [0.1, -0.4, 0.1], [0.4, 0.0, -0.3], [-0.7, 1.1, 0.2], [0.7, -1.2, -0.2], [0.0, 0.0, 0.0], [0.1, -0.3, 0.1], [0.0, 0.0, 0.1], [0.0, 0.1, 0.0], [0.0, -0.3, -0.2], [0.4, 0.4, 0.4], [-0.5, 0.2, 0.0], [1.0, 0.6, 0.9], [-0.9, -0.6, -0.8], [-0.4, -0.7, -0.5], [0.1, 0.4, 0.2], [0.0, -0.2, 0.4], [-0.9, -0.9, -0.3], [0.8, 0.8, 0.6], [0.0, 0.0, 0.0], [0.0, 0.1, 0.0], [0.0, 0.0, 0.0], [-0.1, -0.1, -0.1], [0.5, 0.6, -0.7], [0.3, -0.6, -0.1], [-0.4, 0.0, 0.3], [0.8, -1.2, -0.2], [-0.8, 1.2, 0.2], [-0.1, 0.9, -0.2], [-0.1, -0.5, 0.1], [0.3, -0.1, -0.2], [-0.8, 1.1, 0.2], [0.8, -1.2, -0.1], [0.0, 0.0, 0.0], [0.0, -0.1, 0.1], [0.0, 0.0, 0.0], [-0.1, 0.3, 0.0]],
  "lumo_energy_ev": -2.09,
  "orbital_gap_ev": 7.7,
  "homo_energy_ev": -9.749,
  "smiles": "O=C1C=CC(=O)c2c1cccc2S(=O)(=O)C(F)(F)C(F)(F)F.O=C1C=C(O)C(=O)C=C1O.O=C1C=C(O)C(=O)C=C1O.O=C1C=C(O)C(=O)C=C1O"
}

***

Entry 4:
{
  "formula": "C27H42GeN5OOsS",
  "method": "ωB97M-V/def2-TZVPD",
  "symbols": ["Os", "C", "C", "C", "C", "C", "C", "C", "C", "C", "C", "C", "C", "O", "H", "H", "H", "H", "H", "H", "H", "H", "H", "H", "H", "H", "H", "H", "H", "H", "H", "C", "C", "C", "C", "Ge", "C", "C", "C", "C", "H", "H", "H", "H", "H", "H", "H", "H", "H", "H", "H", "H", "H", "H", "H", "H", "H", "H", "H", "N", "C", "C", "C", "N", "C", "N", "S", "C", "N", "C", "C", "N", "H", "H", "H", "H", "H", "H"],
  "xyz": [[-0.174, -0.164, -0.772], [0.836, 3.206, -3.124], [-0.657, 2.915, -2.922], [-0.938, 1.427, -3.167], [-1.046, 3.454, -1.564], [-1.810, 4.593, -1.455], [-2.012, 5.225, -0.228], [-1.356, 4.763, 0.910], [-0.568, 3.635, 0.869], [0.309, 3.239, 2.028], [-0.061, 1.885, 2.639], [1.777, 3.266, 1.594], [-0.500, 2.881, -0.359], [0.072, 1.728, -0.369], [1.168, 2.857, -4.098], [1.432, 2.715, -2.354], [1.022, 4.275, -3.066], [-1.228, 3.485, -3.663], [-0.089, 0.810, -2.791], [-0.981, 1.241, -4.239], [-1.889, 1.113, -2.723], [-2.253, 5.022, -2.342], [-2.610, 6.122, -0.177], [-1.447, 5.314, 1.834], [0.172, 4.004, 2.798], [0.122, 1.062, 1.935], [-1.109, 1.879, 2.926], [0.539, 1.718, 3.531], [1.984, 2.467, 0.882], [2.428, 3.147, 2.454], [2.009, 4.215, 1.121], [3.926, -4.146, 1.229], [4.559, -3.529, -0.003], [4.471, -2.005, -0.013], [3.026, -1.547, -0.269], [1.870, -1.903, 1.341], [2.189, -1.157, 3.184], [3.032, -2.045, 4.109], [3.201, -1.373, 5.474], [4.007, -0.092, 5.458], [3.814, -5.223, 1.131], [2.890, -3.752, 1.400], [4.509, -3.937, 2.123], [4.103, -3.925, -0.913], [5.613, -3.812, -0.024], [5.100, -1.605, -0.811], [4.843, -1.600, 0.933], [2.625, -2.098, -1.123], [3.005, -0.474, -0.497], [0.620, -2.794, 1.107], [1.205, -0.993, 3.632], [2.679, -0.188, 3.049], [4.018, -2.222, 3.675], [2.543, -3.012, 4.245], [3.704, -2.089, 6.132], [2.223, -1.189, 5.927], [4.956, -0.221, 4.941], [4.205, 0.223, 6.479], [3.479, 0.732, 4.977], [-1.635, -0.363, 0.418], [-2.495, -0.142, 1.195], [-3.460, 0.231, 2.065], [-3.679, 1.622, 2.144], [-3.815, 2.759, 2.156], [-4.177, -0.650, 2.889], [-4.706, -1.366, 3.611], [0.058, -2.171, -1.883], [-1.053, -2.387, -3.180], [-2.364, -2.508, -3.073], [-2.964, -2.871, -4.357], [-1.762, -2.818, -5.325], [-0.652, -2.517, -4.429], [-2.874, -2.594, -2.206], [-3.751, -2.161, -4.621], [-3.406, -3.869, -4.290], [-1.863, -2.029, -6.076], [-1.585, -3.766, -5.840], [0.305, -2.493, -4.743]],
  "forces_ev_per_a": [[-0.3, -1.1, -0.8], [-0.1, 0.1, -0.1], [0.2, -0.1, 0.1], [-0.2, 0.2, 0.2], [-0.2, 0.2, -0.4], [0.2, -0.6, -0.6], [0.1, 0.1, 0.1], [0.3, -0.4, 0.4], [0.1, 0.1, 0.4], [0.0, -0.1, 0.1], [0.0, 0.0, -0.1], [-0.1, 0.0, 0.0], [-0.6, 0.8, -0.2], [0.5, 0.5, 0.2], [0.0, 0.0, -0.1], [0.1, 0.0, 0.0], [0.1, 0.1, 0.0], [0.0, -0.1, 0.1], [-0.1, 0.1, -0.3], [0.0, -0.2, 0.0], [0.0, -0.1, -0.1], [0.0, 0.0, -0.1], [-0.1, 0.1, 0.0], [0.0, 0.0, 0.1], [0.0, -0.1, 0.0], [0.0, 0.1, 0.2], [-0.1, -0.1, 0.1], [0.0, 0.0, 0.1], [0.1, 0.0, 0.0], [0.1, 0.0, 0.1], [0.2, 0.1, -0.1], [0.5, 0.1, -0.2], [0.0, 0.2, 0.1], [0.1, -0.2, 0.2], [-0.5, 0.0, 0.5], [0.9, -0.2, 0.3], [-0.1, -0.1, -0.9], [-0.1, -0.1, 0.1], [0.1, -0.3, 0.2], [-0.1, 0.2, -0.1], [-0.2, 0.0, 0.1], [-0.3, -0.1, 0.1], [-0.1, 0.0, 0.1], [0.0, 0.0, 0.0], [0.0, -0.1, 0.0], [-0.1, 0.1, 0.1], [0.1, 0.0, -0.1], [-0.1, 0.1, 0.1], [-0.1, 0.0, 0.1], [0.2, 0.2, 0.1], [0.0, 0.0, -0.2], [-0.1, 0.0, -0.1], [0.0, 0.0, 0.0], [0.1, 0.0, -0.1], [-0.1, 0.0, -0.1], [-0.1, -0.1, 0.0], [0.2, 0.0, 0.0], [0.1, 0.1, 0.0], [-0.1, 0.1, 0.0], [-1.3, 0.7, 1.1], [1.8, -0.9, -1.6], [-0.7, 0.4, 0.6], [-0.1, -0.3, 0.0], [0.0, 0.8, 0.0], [0.4, 0.1, -0.4], [-0.5, -0.6, 0.5], [0.9, 0.2, 0.6], [-0.6, 0.1, -0.3], [0.1, 0.0, 0.1], [-0.6, -0.1, -0.4], [-0.3, -0.1, -0.6], [0.1, 0.0, 0.3], [0.3, 0.0, 0.0], [0.1, -0.1, 0.0], [0.1, 0.1, 0.0], [0.0, -0.1, 0.1], [-0.1, 0.1, 0.1], [0.1, 0.1, 0.2]],
  "lumo_energy_ev": [-9.81, -11.47],
  "orbital_gap_ev": [7.3, 6.0],
  "spin_multiplicity": 5,
  "homo_energy_ev": [-17.113, -17.435],
  "total_charge": 3
}

***

Entry 5:
{
  "formula": "C4H14N2O",
  "method": "ωB97M-V/def2-TZVPD",
  "symbols": ["C", "N", "C", "C", "C", "N", "H", "H", "H", "H", "H", "H", "H", "H", "H", "H", "H", "H", "O", "H", "H"],
  "xyz": [[1.363, 2.722, -0.466], [0.466, 1.668, -0.931], [0.104, 0.730, 0.138], [-1.169, -0.027, -0.193], [-1.769, -0.618, 1.133], [-1.059, -1.180, -1.139], [1.854, 2.495, 0.471], [0.890, 3.699, -0.454], [2.221, 2.872, -1.132], [0.933, 1.148, -1.659], [-0.065, 1.238, 1.074], [0.909, -0.016, 0.210], [-1.910, 0.671, -0.589], [-2.276, -1.518, 0.824], [-0.919, -0.741, 1.800], [-2.471, 0.030, 1.647], [-0.109, -1.143, -1.502], [-1.600, -1.018, -1.959], [1.791, -3.446, 1.145], [1.537, -4.375, 1.213], [1.278, -3.190, 0.369]],
  "forces_ev_per_a": [[0.8, 0.2, -0.8], [0.1, 0.3, 0.4], [-0.1, -0.7, -1.7], [-1.9, -0.6, 1.0], [0.7, 0.8, -0.9], [1.7, 0.8, 0.4], [-0.2, 0.0, 0.6], [-0.3, 0.1, 0.4], [-0.2, -0.2, -0.3], [-0.1, 0.0, -0.1], [0.2, 0.3, 0.2], [0.0, 0.0, 0.7], [0.2, 0.2, -0.1], [0.0, -0.5, 0.5], [-0.1, -0.8, 0.3], [-0.1, 0.3, -0.1], [0.1, -0.4, 0.0], [-0.7, 0.2, -0.5], [-0.3, -0.3, -0.4], [0.2, 0.0, 0.3], [0.0, 0.4, 0.0]],
  "lumo_energy_ev": 0.90,
  "orbital_gap_ev": 9.8,
  "homo_energy_ev": -8.933,
  "smiles": "CNC[C@H](C)N.O",
  "relative_energy_kcal_mol": 39.60
}

***

Entry 6:
{
  "formula": "C4H9N2",
  "method": "ωB97M-V/def2-TZVPD",
  "symbols": ["C", "N", "C", "C", "C", "N", "H", "H", "H", "H", "H", "H", "H", "H", "H"],
  "xyz": [[1.947, 0.053, -0.400], [0.755, -0.310, 0.493], [-0.436, -0.243, -0.166], [-1.241, 1.017, -0.500], [-1.706, -0.013, 0.533], [-1.512, -1.196, -0.305], [1.857, -0.486, -1.428], [1.932, 1.143, -0.701], [2.936, 0.098, 0.218], [0.547, 0.287, 1.332], [1.039, -1.334, 0.847], [-1.654, 1.109, -1.556], [-1.091, 1.914, -0.046], [-1.893, 0.101, 1.605], [-1.479, -2.142, 0.072]],
  "forces_ev_per_a": [[1.5, 2.1, -0.6], [4.3, -2.1, 2.4], [-3.7, 1.1, -1.1], [-1.5, -3.3, -1.8], [-0.1, 0.1, -1.0], [-0.8, -0.3, -1.1], [0.4, 0.3, 2.3], [-0.8, -1.0, 0.5], [-1.7, -1.2, -1.2], [1.7, -0.5, -0.6], [-1.3, 2.6, -0.6], [0.3, -0.5, 1.6], [1.2, 2.5, 1.2], [0.1, -0.2, -0.5], [0.4, 0.4, 0.6]],
  "lumo_energy_ev": -3.80,
  "orbital_gap_ev": 9.1,
  "homo_energy_ev": -12.922,
  "smiles": "C[NH2+][C@@]12C[C@H]1N2",
  "total_charge": 1,
  "relative_energy_kcal_mol": 130.39
}